Computed, not measured: 12 unconnected molecules or ions with the total composition C48H60N12 in a non-equilibrium geometry, with wB97M-V/def2-TZVPD.

Geometry as ORCA input:
```
! wB97M-V def2-TZVPD RIJCOSX def2/J DEFGRID3
* xyz 0 1
C 6.9799 0.6263 -0.9259
C 6.4773 1.4710 -0.0014
C 7.1011 2.6842 -0.0458
N 7.9507 2.6198 -1.1060
C 7.9537 1.3646 -1.5866
H 6.5784 -0.3597 -1.1075
H 5.6023 1.2758 0.6008
H 6.9930 3.6247 0.4739
H 8.4838 3.4007 -1.4610
H 8.5710 1.1839 -2.4542
C 4.5388 4.7851 -6.5666
C 3.9223 3.5916 -6.9562
C 3.8644 2.7601 -5.8444
N 4.4299 3.4764 -4.7876
C 4.8509 4.6685 -5.2714
H 4.7514 5.6871 -7.1212
H 3.5555 3.3980 -7.9534
H 3.4924 1.7603 -5.6762
H 4.4940 3.1976 -3.8189
H 5.3909 5.2594 -4.5464
C -3.7249 -5.3242 -0.1591
C -4.6143 -6.3198 -0.4649
C -5.6923 -5.7284 -1.1677
N -5.3761 -4.3753 -1.3968
C -4.1572 -4.1726 -0.8459
H -2.8400 -5.4240 0.4520
H -4.5518 -7.3470 -0.1375
H -6.6496 -6.0977 -1.5047
H -5.9310 -3.6098 -1.7520
H -3.6930 -3.1986 -0.8919
C 4.6128 -5.5852 3.6497
C 5.0950 -4.3399 3.9763
C 4.1735 -3.5812 4.7470
N 3.0884 -4.4733 4.8504
C 3.4300 -5.6773 4.2777
H 5.1588 -6.3519 3.1202
H 6.0183 -3.9704 3.5553
H 4.1146 -2.5866 5.1638
H 2.2467 -4.2812 5.3745
H 2.7641 -6.5233 4.3632
C 3.0130 2.4605 7.6305
C 3.2075 2.7870 6.2662
C 2.1005 3.5350 5.8875
N 1.4454 3.8189 7.0405
C 1.8950 3.1011 8.0894
H 3.6812 1.8153 8.1815
H 3.9834 2.4959 5.5736
H 1.9097 4.0334 4.9486
H 0.6648 4.4515 7.1443
H 1.4151 3.2009 9.0518
C -0.0622 6.8612 -1.3011
C -0.5857 6.3058 -2.4657
C -1.9603 6.1581 -2.2799
N -2.2407 6.7024 -1.0528
C -1.0809 7.2523 -0.4842
H 0.9754 7.0515 -1.0699
H -0.0587 6.0631 -3.3766
H -2.7803 5.8433 -2.9083
H -3.1641 6.8637 -0.6768
H -1.1095 7.7736 0.4613
C -8.3187 -0.1475 -3.2805
C -7.5364 0.2530 -2.1737
C -6.2911 0.6554 -2.6564
N -6.3309 0.3673 -3.9913
C -7.5407 -0.0536 -4.4240
H -9.3177 -0.5413 -3.1655
H -7.8443 0.4948 -1.1671
H -5.3544 0.9830 -2.2301
H -5.5516 0.4056 -4.6327
H -7.7253 -0.3832 -5.4358
C -5.7216 4.7428 6.8412
C -4.5057 5.2450 6.4159
C -4.0351 4.3272 5.4445
N -4.6909 3.1198 5.6714
C -5.7660 3.3809 6.5421
H -6.3895 5.2913 7.4889
H -4.1648 6.2636 6.5281
H -3.2184 4.3135 4.7380
H -4.5131 2.2268 5.2342
H -6.4118 2.6283 6.9697
C -1.9702 -3.0352 6.2962
C -2.3056 -4.3249 6.5385
C -2.0224 -4.5587 7.8755
N -1.3982 -3.4906 8.3914
C -1.3204 -2.5316 7.3956
H -2.0953 -2.5006 5.3662
H -2.7986 -5.0301 5.8857
H -2.1912 -5.3999 8.5314
H -1.0383 -3.4603 9.3346
H -0.9468 -1.5258 7.5189
C 0.4492 0.8595 0.0736
C 0.4693 0.2803 -1.1453
C 0.7227 -1.1215 -1.0009
N 0.8157 -1.3122 0.3541
C 0.5502 -0.1063 0.9875
H 0.2405 1.9077 0.2286
H 0.1380 0.8117 -2.0252
H 0.7114 -1.9528 -1.6903
H 1.0446 -2.1610 0.8512
H 0.5085 -0.0137 2.0628
C 3.9275 -5.3019 -4.0868
C 4.8084 -6.0078 -3.2381
C 4.6826 -7.3305 -3.5259
N 3.6493 -7.5184 -4.3802
C 3.2151 -6.2938 -4.7911
H 3.9057 -4.2238 -4.1467
H 5.5045 -5.5689 -2.5387
H 5.1606 -8.1822 -3.0650
H 3.2587 -8.4126 -4.6409
H 2.3850 -6.1622 -5.4693
C -1.8063 0.0969 -7.8375
C -2.2493 1.3600 -7.9884
C -3.4172 1.2689 -8.7300
N -3.6689 -0.0347 -8.9466
C -2.6732 -0.7646 -8.4140
H -0.8854 -0.1280 -7.3200
H -1.7131 2.2671 -7.7519
H -4.0100 2.0796 -9.1273
H -4.4363 -0.3347 -9.5308
H -2.6748 -1.7970 -8.7309
*
```

The value obtained for the LUMO energy is 0.159 eV. As for the largest force on an atom: 4.30 eV Å⁻¹. The value obtained for the highest occupied orbital energy is -7.846 eV. As for the SMILES: c1cc[nH]c1.c1cc[nH]c1.c1cc[nH]c1.c1cc[nH]c1.c1cc[nH]c1.c1cc[nH]c1.c1cc[nH]c1.c1cc[nH]c1.c1cc[nH]c1.c1cc[nH]c1.c1cc[nH]c1.c1cc[nH]c1. Its calculated total energy is -68623.113 eV. The calculation puts the frontier orbital gap at 0.294 Ha. As for the energy above the lowest of the compared OMol25 structures with the same formula, charge and spin: 4.316 eV.


Computed, not measured: a single C3H5N3 molecule in a non-equilibrium geometry, with wB97M-V/def2-TZVPD.

Geometry as ORCA input:
```
! wB97M-V def2-TZVPD RIJCOSX def2/J DEFGRID3
* xyz 0 1
N -1.9759 -0.4266 -0.4226
C -0.7319 -0.1630 -0.2456
C 0.5228 -0.9055 -0.1167
N 1.5070 -0.0132 0.0415
N 1.1815 1.2390 0.1802
C -0.2279 1.1891 0.1706
H -0.6797 0.5716 1.1227
H -2.1123 -1.4292 -0.4949
H 0.7198 -1.9552 -0.2448
H 2.4983 -0.2403 0.1151
H -0.7016 2.1332 -0.1056
*
```

The value obtained for the LUMO energy is 0.518 eV. As for the largest force on an atom: 2.70 eV Å⁻¹. The value obtained for the highest occupied orbital energy is -7.925 eV. Its calculated total energy is -7658.910 eV. The calculation puts the frontier orbital gap at 0.310 Ha. As for the energy above the lowest of the compared OMol25 structures with the same formula, charge and spin: 3.546 eV.


Computed, not measured: 2 unconnected molecules or ions with the total composition C4H7N3 in a non-equilibrium geometry, with wB97M-V/def2-TZVPD.

Geometry as ORCA input:
```
! wB97M-V def2-TZVPD RIJCOSX def2/J DEFGRID3
* xyz 0 1
H -1.4538 2.6602 1.0669
N -1.7400 1.6998 0.9407
C -1.5781 1.1669 -0.1800
C -1.6804 -0.2682 -0.4852
N -1.7525 -1.4019 -0.6657
H -1.1989 1.6277 -1.1991
C 1.2985 0.2136 -0.7774
C 1.1999 -0.3201 0.5133
N 1.2561 -1.7760 0.7219
H 1.3068 1.2816 -1.1725
H 1.1124 -0.4948 -1.5823
H 1.4734 0.1086 1.4999
H 0.5116 -2.0772 1.3750
H 1.2451 -2.4202 -0.0555
*
```

The value obtained for the LUMO energy is 0.086 eV. As for the largest force on an atom: 3.44 eV Å⁻¹. The value obtained for the highest occupied orbital energy is -8.684 eV. As for the SMILES: [H]/N=C/C#N.C=CN. Its calculated total energy is -8728.854 eV. The calculation puts the frontier orbital gap at 0.322 Ha. As for the energy above the lowest of the compared OMol25 structures with the same formula, charge and spin: 2.826 eV.


Computed, not measured: a single C5H9NO2 molecule in a non-equilibrium geometry, with wB97M-V/def2-TZVPD.

Geometry as ORCA input:
```
! wB97M-V def2-TZVPD RIJCOSX def2/J DEFGRID3
* xyz 0 1
C 1.9716 -0.6744 1.7319
C -1.2649 -0.1332 -1.9321
C 0.9757 -0.3535 0.6598
C -1.0801 0.6973 -0.7104
C 0.1611 1.0089 -0.1382
O -0.2946 -1.1462 0.9916
O -2.1907 1.3474 -0.3280
N 1.2987 0.2085 -0.4653
H -0.6685 -1.6339 0.2474
H -1.9711 1.9964 0.3616
H 0.2880 1.9898 0.3201
H 1.6489 -0.2791 2.6954
H 2.1060 -1.7572 1.8011
H 2.9489 -0.2550 1.4820
H -2.1874 -0.7130 -1.8711
H -0.4364 -0.8323 -2.0424
H -1.3054 0.5295 -2.8035
*
```

The value obtained for the LUMO energy (alpha / beta) is 0.258 / 0.259 eV. As for the largest force on an atom: 4.02 eV Å⁻¹. The value obtained for the highest occupied orbital energy (alpha / beta) is -7.846 / -7.846 eV. Its calculated total energy is -10912.061 eV. The calculation puts the frontier orbital gap (alpha / beta) at 0.298 / 0.298 Ha. As for the energy above the lowest of the compared OMol25 structures with the same formula, charge and spin: 4.514 eV.